Below is a molecular structure, C46H53FN12O3PSSr in a non-equilibrium geometry, with properties calculated with the ωB97M-V functional and the def2-TZVPD basis.

Computed properties:
**M**: 991.7 g mol⁻¹
**Electronic energy**: -96261.42398 eV
**Highest occupied orbital energy**: -10.1 eV
**Kohn-Sham gap**: 7.50 eV

Structure (ORCA input):
```
! RIJCOSX wB97M-V def2-TZVPD def2/J DEFGRID3
* xyz 1 1
Sr 0.87 -0.23 -0.77
C -0.21 4.76 -2.80
C 0.20 3.45 -2.14
N -0.50 2.41 -1.88
N -1.79 2.38 -2.28
C -2.54 1.28 -2.16
N -3.71 1.38 -2.76
S -2.11 -0.17 -1.43
C 1.52 3.52 -1.53
C 2.34 4.64 -1.59
C 3.56 4.58 -0.92
C 3.90 3.47 -0.12
C 3.03 2.39 -0.16
N 1.87 2.45 -0.78
H -1.11 4.75 -3.41
H 0.62 5.05 -3.41
H -0.35 5.54 -2.01
H -2.20 3.29 -2.58
H -4.10 2.26 -3.13
H -4.34 0.66 -2.49
H 2.10 5.62 -2.09
H 4.22 5.47 -0.91
H 4.72 3.41 0.55
H 3.15 1.46 0.42
C -1.31 -7.82 1.14
C -2.36 -6.96 0.41
C -3.78 -6.96 1.00
C -3.82 -6.39 2.41
C -2.87 -5.28 2.63
C -2.88 -4.64 3.85
C -2.17 -3.49 4.05
F -2.21 -2.89 5.25
C -1.48 -2.92 3.02
C -1.35 -3.59 1.78
C -0.66 -2.97 0.65
O -0.33 -1.71 0.66
C -0.31 -3.86 -0.41
C -0.84 -5.14 -0.39
N -1.80 -5.56 0.43
C -2.03 -4.77 1.60
C 0.66 -3.59 -1.51
O 0.95 -4.45 -2.34
O 1.11 -2.39 -1.61
H -1.69 -8.86 1.19
H -1.04 -7.47 2.13
H -0.41 -7.94 0.47
H -2.41 -7.31 -0.61
H -4.14 -7.98 1.01
H -4.44 -6.28 0.36
H -3.59 -7.16 3.15
H -4.82 -6.02 2.67
H -3.54 -5.05 4.55
H -0.98 -1.97 3.07
H -0.64 -5.84 -1.21
N 1.52 0.41 2.19
C 1.97 1.66 2.70
C 3.27 1.77 3.14
C 3.74 3.03 3.46
C 2.84 4.14 3.52
C 1.54 3.96 3.15
C 1.05 2.71 2.74
P -0.51 2.34 1.89
C -1.37 1.56 3.31
C -1.35 1.98 4.64
C -2.25 1.44 5.57
C -3.01 0.31 5.17
C -2.94 -0.19 3.89
C -2.13 0.41 2.93
C -1.37 3.95 1.78
C -2.62 4.25 2.39
C -3.24 5.47 2.07
C -2.65 6.33 1.11
C -1.42 6.03 0.53
C -0.76 4.83 0.90
H 2.18 -0.36 2.35
H 0.58 0.18 2.50
H 3.91 0.88 3.26
H 4.80 3.07 3.65
H 3.19 5.09 3.81
H 0.76 4.71 3.26
H -0.81 2.87 4.92
H -2.23 1.83 6.57
H -3.57 -0.24 5.91
H -3.67 -0.93 3.64
H -2.13 0.12 1.89
H -3.18 3.49 2.98
H -4.22 5.71 2.47
H -3.23 7.27 0.88
H -0.91 6.72 -0.15
H 0.17 4.56 0.46
C 2.89 -0.87 -3.54
N 3.21 -1.07 -4.98
C 2.12 -1.78 -5.62
N 0.90 -0.98 -5.51
C 0.63 -0.88 -4.10
N 1.64 -0.10 -3.36
C 1.85 1.18 -4.05
N 2.27 1.03 -5.47
C 3.47 0.17 -5.61
C 1.21 0.33 -6.11
H 3.72 -0.36 -3.13
H 2.75 -1.80 -2.98
H 1.97 -2.79 -5.18
H 2.37 -1.93 -6.69
H 0.69 -1.89 -3.76
H -0.36 -0.51 -3.84
H 2.63 1.60 -3.43
H 0.93 1.82 -4.07
H 4.32 0.64 -5.09
H 3.74 0.11 -6.66
H 1.45 0.12 -7.19
H 0.32 0.94 -6.15
N 2.95 -2.07 0.99
N 3.26 -1.20 -0.12
H 3.58 -2.81 1.12
H 2.03 -2.36 0.85
H 3.46 -1.79 -0.96
H 4.11 -0.71 0.13
*
```

Atom charges from the Mulliken analysis, given in e for atoms 1 to 6: number 1, Sr, carries 0.3773; number 2, C, carries -1.9374; number 3, C, carries 0.4068; number 4, N, carries 1.4853; number 5, N, carries -0.8345; number 6, C, carries 0.2123

=====

Below is a molecular structure, C46H53N5O2PRbSSi3, with properties calculated with the ωB97M-V functional and the def2-TZVPD basis.

Computed properties:
**M**: 940.7 g mol⁻¹
**Electronic energy**: -104526.92811 eV
**Highest occupied orbital energy**: -2.0 eV
**Kohn-Sham gap**: 5.82 eV

Structure (ORCA input):
```
! RIJCOSX wB97M-V def2-TZVPD def2/J DEFGRID3
* xyz -2 1
Rb 0.73 -0.05 -0.50
N -1.43 -4.49 -1.97
C -0.15 -3.95 -2.21
S 0.44 -3.99 -3.82
N 0.46 -3.55 -1.14
N 1.61 -2.82 -1.29
C 2.68 -3.28 -0.76
C 2.83 -4.64 -0.19
C 3.43 -4.83 1.05
C 3.56 -6.11 1.59
C 3.10 -7.21 0.87
C 2.51 -7.03 -0.37
C 2.37 -5.75 -0.90
C 3.85 -2.36 -0.78
C 5.15 -2.85 -0.93
C 6.20 -1.95 -1.04
C 5.92 -0.59 -1.02
C 4.60 -0.19 -0.85
N 3.60 -1.05 -0.71
H -2.00 -4.47 -2.80
H -1.87 -4.08 -1.16
H 3.77 -3.97 1.61
H 4.01 -6.24 2.56
H 3.20 -8.20 1.29
H 2.14 -7.88 -0.93
H 1.91 -5.60 -1.87
H 5.32 -3.92 -0.97
H 7.21 -2.31 -1.17
H 6.70 0.15 -1.13
H 4.33 0.86 -0.85
O 3.23 2.91 -1.94
C 2.12 2.64 -2.42
O 1.51 1.54 -2.41
C 1.36 3.77 -3.11
C 2.08 4.76 -3.77
C 1.44 5.78 -4.46
C 0.06 5.84 -4.45
C -0.68 4.88 -3.77
C -0.04 3.83 -3.09
P -0.96 2.65 -2.02
C -1.45 1.25 -3.09
C -0.78 0.92 -4.26
C -1.04 -0.28 -4.90
C -1.98 -1.17 -4.38
C -2.67 -0.83 -3.23
C -2.40 0.37 -2.58
C -2.57 3.54 -1.84
C -2.69 4.35 -0.71
C -3.85 5.07 -0.46
C -4.93 4.96 -1.34
C -4.83 4.14 -2.45
C -3.66 3.44 -2.70
H 3.16 4.69 -3.73
H 2.02 6.53 -4.98
H -0.46 6.63 -4.98
H -1.76 4.96 -3.75
H 0.00 1.57 -4.64
H -0.47 -0.56 -5.78
H -2.12 -2.13 -4.85
H -3.38 -1.52 -2.79
H -2.92 0.60 -1.66
H -1.86 4.40 -0.01
H -3.93 5.69 0.42
H -5.84 5.51 -1.14
H -5.67 4.05 -3.13
H -3.59 2.79 -3.57
C 1.80 -2.07 2.75
Si 0.55 -0.91 3.60
C 0.19 -1.72 5.29
C 1.56 0.62 4.09
C -0.92 -0.54 2.61
Si -1.99 -1.93 2.15
C -3.52 -2.12 3.27
C -1.14 -3.62 2.19
C -2.71 -1.83 0.40
Si -1.65 1.08 2.79
C -3.10 1.45 1.63
C -2.30 1.53 4.52
C -0.44 2.51 2.35
C -0.48 3.76 2.98
C 0.37 4.78 2.57
C 1.24 4.53 1.52
C 1.22 3.27 0.94
N 0.41 2.29 1.33
H 2.78 -1.60 2.69
H 1.48 -2.33 1.74
H 1.91 -3.01 3.30
H 1.11 -1.94 5.85
H -0.38 -2.65 5.18
H -0.42 -1.04 5.90
H 2.39 0.30 4.73
H 0.97 1.35 4.65
H 1.98 1.13 3.22
H -3.21 -2.30 4.30
H -4.16 -2.95 2.95
H -4.13 -1.21 3.27
H -0.62 -3.82 3.13
H -0.42 -3.71 1.37
H -1.90 -4.40 2.05
H -3.30 -0.93 0.24
H -3.36 -2.69 0.22
H -1.92 -1.86 -0.36
H -3.93 0.75 1.77
H -2.78 1.40 0.59
H -3.49 2.46 1.81
H -3.02 0.76 4.83
H -2.81 2.50 4.56
H -1.49 1.53 5.26
H -1.17 3.93 3.80
H 0.34 5.75 3.05
H 1.92 5.28 1.15
H 1.89 3.04 0.11
*
```

Atom charges from the Mulliken analysis, given in e for atoms 1 to 6: number 1, Rb, carries 0.8765; number 2, N, carries -0.5380; number 3, C, carries -0.2778; number 4, S, carries -0.5112; number 5, N, carries 0.0972; number 6, N, carries 0.0756

=====

ΔE to the lowest compared entry with this formula, charge and spin values (in eV) by entry order: 0.3644; 0.0000.